# 1
DFT (wB97M-V/def2-TZVPD) results for 8 unconnected molecules or ions with the total composition C12H40N4O8 at a distorted geometry.

Its energy relative to the best compared isomer or geometry (same formula, charge and spin) is 291.5 kJ/mol. Its SMILES is NC(N)=O.NC(N)=O.CCO.CCO.CCO.CCO.CO.CO. The value obtained for the LUMO energy is 0.24 eV. For the HOMO energy, the calculation gives -8.59 eV.

Positions of all 64 atoms, in Å:
C 17.363 -6.426 18.453
C 17.737 -5.861 17.053
O 17.026 -6.623 16.122
H 17.441 -7.537 18.557
H 16.353 -6.055 18.727
H 18.020 -6.193 19.211
H 18.851 -5.901 16.875
H 17.380 -4.831 16.871
H 17.495 -6.803 15.318
C 15.924 -3.973 13.754
C 15.161 -3.355 12.646
O 15.329 -2.006 12.753
H 15.770 -5.068 13.656
H 15.614 -3.719 14.779
H 16.982 -3.729 13.715
H 14.120 -3.663 12.792
H 15.379 -3.793 11.690
H 14.624 -1.523 12.302
C 20.156 -4.827 14.378
C 20.033 -6.279 14.035
O 18.694 -6.790 13.952
H 19.817 -4.689 15.389
H 19.624 -4.210 13.658
H 21.187 -4.624 14.411
H 20.438 -6.871 14.902
H 20.481 -6.463 13.063
H 18.379 -6.680 13.055
C 15.227 1.615 16.235
C 15.296 0.089 16.097
O 15.464 -0.202 14.695
H 14.306 1.982 15.751
H 16.129 2.087 15.826
H 15.205 1.885 17.250
H 14.352 -0.509 16.428
H 16.103 -0.235 16.693
H 15.410 -1.157 14.641
C 18.872 -1.908 12.710
O 18.617 -2.895 11.719
N 17.956 -1.184 13.175
N 20.055 -1.459 13.032
H 16.963 -1.590 13.112
H 18.297 -0.583 13.913
H 20.894 -1.795 12.491
H 20.267 -0.822 13.789
C 19.496 1.117 14.945
O 20.844 0.888 15.308
N 19.231 2.002 14.047
N 18.421 0.434 15.311
H 20.018 2.418 13.479
H 18.296 2.129 13.640
H 18.490 -0.242 16.132
H 17.468 0.606 14.995
C 15.752 -1.326 19.539
O 16.364 -2.536 19.166
H 15.195 -1.449 20.427
H 15.055 -1.007 18.728
H 16.513 -0.541 19.644
H 15.777 -3.026 18.570
C 18.759 -2.458 16.599
O 18.260 -1.441 17.402
H 19.261 -3.182 17.177
H 19.475 -1.989 15.943
H 17.927 -2.936 16.101
H 17.782 -1.795 18.141

=====

# 2
DFT (wB97M-V/def2-TZVPD) results for 3 unconnected molecules or ions with the total composition C6H10O2 at a distorted geometry.

Its energy relative to the best compared isomer or geometry (same formula, charge and spin) is 11.2 kJ/mol. Its SMILES is c1ccccc1.O.O. The value obtained for the LUMO energy is 0.69 eV. For the HOMO energy, the calculation gives -9.36 eV.

Positions of all 18 atoms, in Å:
C 0.124 0.613 -0.226
C 1.291 -0.073 0.065
C 1.816 0.042 1.358
C 1.060 0.642 2.343
C -0.129 1.308 2.045
C -0.567 1.351 0.725
H -0.296 0.514 -1.224
H 1.749 -0.699 -0.684
H 2.786 -0.412 1.539
H 1.368 0.657 3.379
H -0.702 1.774 2.836
H -1.461 1.893 0.454
H -1.532 -1.407 -0.603
H -1.519 -2.899 -0.963
O -0.985 -2.097 -1.002
H -0.741 -0.054 -3.648
H -1.221 -1.373 -3.067
O -1.541 -0.568 -3.493

=====

# 3
DFT (wB97M-V/def2-TZVPD) results for a molecular structure, C6H13CrO3 at a distorted geometry.

As for the total charge: +1. Its energy relative to the best compared isomer or geometry (same formula, charge and spin) is 41.4 kJ/mol. Its spin multiplicity is 5. The value obtained for the LUMO energy (spin up / spin down) is -4.57 / -4.08 eV. For the HOMO energy (spin up / spin down), the calculation gives -12.20 / -12.14 eV.

Positions of all 23 atoms, in Å:
C 0.727 -1.294 -2.287
O -0.025 -0.097 -2.275
C -1.396 -0.244 -1.967
C -1.644 -0.438 -0.487
O -0.703 0.324 0.244
C -0.932 0.565 1.621
C 0.363 0.632 2.405
O 1.494 0.056 1.823
C 2.392 0.973 1.116
Cr 1.122 0.945 -0.611
H 0.292 -2.016 -2.995
H 1.752 -1.020 -2.564
H -1.799 -1.103 -2.529
H -1.871 0.703 -2.271
H -1.502 -1.492 -0.208
H -2.666 -0.129 -0.221
H -1.550 -0.252 2.024
H -1.505 1.499 1.725
H 0.203 0.090 3.349
H 0.538 1.698 2.640
H 2.570 1.886 1.714
H 3.352 0.434 1.029
H 0.788 -1.720 -1.273

=====

# 4
DFT (wB97M-V/def2-TZVPD) results for a single C3H4FNS molecule at a distorted geometry.

Its energy relative to the best compared isomer or geometry (same formula, charge and spin) is 166.8 kJ/mol. Its SMILES is N/C=C(/F)C=S. The value obtained for the LUMO energy is -0.87 eV. For the HOMO energy, the calculation gives -8.44 eV.

Positions of all 10 atoms, in Å:
C 0.882 0.470 -0.021
C -0.437 0.830 -0.030
C -1.419 -0.124 0.168
H 0.515 -1.491 -0.461
H 2.346 -0.975 -0.053
H 1.752 1.284 -0.191
H -0.930 -1.060 0.693
N 1.251 -0.869 -0.029
F -0.853 2.097 0.000
S -3.107 -0.162 -0.075

=====

# 5
DFT (wB97M-V/def2-TZVPD) results for a molecular structure, C39H46Br3F4N4OP2STl.

As for the total charge: -2. Its energy relative to the best compared isomer or geometry (same formula, charge and spin) is 137.1 kJ/mol. The value obtained for the LUMO energy is 3.77 eV. For the HOMO energy, the calculation gives -1.16 eV.

Positions of all 101 atoms, in Å:
Tl -0.148 0.501 -0.654
N -0.126 4.171 2.490
C -0.186 2.798 2.178
S -1.780 2.169 1.948
N 0.991 2.246 2.094
N 1.032 0.900 1.704
C 2.050 0.289 2.169
C 2.514 -1.070 1.896
C 3.739 -1.398 2.478
C 4.340 -2.639 2.341
C 3.672 -3.604 1.584
C 2.462 -3.322 0.995
C 1.813 -2.053 1.118
O 0.670 -1.862 0.584
H -0.950 4.652 2.164
H 0.748 4.585 2.195
H 2.702 0.859 2.843
H 4.239 -0.632 3.064
H 5.296 -2.850 2.804
H 4.116 -4.587 1.447
H 1.943 -4.066 0.398
Br -2.271 1.239 -3.704
C -2.171 3.138 -3.436
Br -0.829 3.765 -2.223
H -3.130 3.456 -3.048
H -1.967 3.581 -4.403
F -2.556 -7.341 -0.603
C -2.360 -6.088 -0.168
C -2.666 -5.748 1.131
F -3.169 -6.674 1.961
C -2.459 -4.448 1.559
F -2.803 -4.205 2.828
C -1.943 -3.449 0.744
P -1.726 -1.680 1.347
C -3.521 -1.443 1.781
C -4.296 -0.978 0.717
C -5.655 -0.744 0.864
C -6.261 -0.940 2.097
C -5.495 -1.369 3.172
C -4.141 -1.621 3.014
C -0.963 -1.967 2.986
C -0.151 -3.065 3.254
C 0.556 -3.155 4.441
C 0.463 -2.140 5.383
C -0.330 -1.033 5.117
C -1.031 -0.939 3.924
C -1.657 -3.820 -0.575
Br -1.016 -2.617 -1.876
C -1.859 -5.118 -1.018
F -1.588 -5.489 -2.277
H -3.815 -0.775 -0.235
H -6.232 -0.384 0.021
H -7.319 -0.740 2.224
H -5.956 -1.508 4.144
H -3.559 -1.960 3.861
H -0.026 -3.837 2.505
H 1.209 -4.002 4.610
H 1.033 -2.196 6.303
H -0.379 -0.212 5.822
H -1.581 -0.035 3.692
C 5.824 1.594 -2.565
C 4.387 1.637 -2.038
C 4.409 1.737 -0.503
C 3.736 2.934 -2.538
P 3.210 0.191 -2.474
N 1.991 0.162 -1.562
C 4.232 -1.415 -2.331
C 3.232 -2.567 -2.136
C 5.033 -1.333 -1.024
C 5.200 -1.761 -3.465
C 2.753 0.404 -4.333
C 3.856 0.812 -5.313
C 2.151 -0.924 -4.811
C 1.615 1.433 -4.407
H 6.337 2.521 -2.277
H 5.878 1.519 -3.652
H 6.395 0.769 -2.140
H 4.698 2.752 -0.212
H 5.119 1.047 -0.049
H 3.417 1.527 -0.099
H 4.259 3.783 -2.088
H 2.688 2.982 -2.241
H 3.799 3.049 -3.621
H 2.428 -2.252 -1.469
H 3.750 -3.414 -1.674
H 2.800 -2.913 -3.074
H 4.407 -1.016 -0.191
H 5.891 -0.663 -1.100
H 5.415 -2.330 -0.784
H 4.685 -2.007 -4.395
H 5.783 -2.645 -3.179
H 5.911 -0.959 -3.674
H 4.701 0.123 -5.310
H 4.235 1.814 -5.110
H 3.448 0.824 -6.332
H 2.900 -1.703 -4.946
H 1.664 -0.764 -5.779
H 1.402 -1.283 -4.103
H 1.979 2.459 -4.436
H 0.957 1.324 -3.545
H 1.027 1.263 -5.316

=====

# 6
DFT (wB97M-V/def2-TZVPD) results for a molecular structure, C40H76F18N6O10PS4 at a distorted geometry.

As for the total charge: +2. Its spin multiplicity is 2. The value obtained for the LUMO energy (spin up / spin down) is -8.33 / -8.62 eV. For the HOMO energy (spin up / spin down), the calculation gives -11.86 / -11.86 eV.

Positions of all 155 atoms, in Å:
P -0.107 0.378 -0.745
F -1.101 -0.475 -1.685
F 0.837 -0.993 -0.664
F 0.721 0.745 -2.045
F 1.026 1.184 0.101
F -0.990 1.666 -1.070
F -0.897 0.159 0.639
C -3.893 -7.665 -1.771
C -2.708 -6.611 -1.845
C -2.683 -5.925 -3.226
N -1.778 -4.601 -3.130
C -0.367 -4.911 -2.510
C 0.598 -3.780 -2.590
C 0.833 -3.192 -3.969
C -0.447 -3.002 -4.760
C -1.532 -4.172 -4.658
C -2.477 -3.529 -2.191
H -3.581 -8.672 -2.048
H -4.668 -7.577 -2.533
H -4.345 -7.616 -0.780
H -1.883 -7.267 -1.566
H -2.842 -5.861 -1.065
H -3.671 -5.589 -3.542
H -2.386 -6.449 -4.134
H -0.016 -5.827 -2.983
H -0.420 -5.082 -1.434
H 1.509 -4.227 -2.192
H 0.488 -2.893 -1.966
H 1.505 -3.828 -4.545
H 1.342 -2.231 -3.899
H -0.243 -2.868 -5.822
H -0.908 -2.100 -4.357
H -1.158 -5.062 -5.165
H -2.523 -3.827 -4.952
H -1.883 -2.632 -2.373
H -2.342 -3.700 -1.123
H -3.536 -3.426 -2.429
C 6.573 1.850 4.464
C 5.129 1.249 4.720
C 4.098 2.424 4.645
N 2.602 2.078 4.836
C 1.850 3.420 5.301
C 0.296 3.263 5.295
C -0.158 2.765 3.872
C 0.560 1.427 3.629
C 2.063 1.487 3.478
C 2.388 0.934 5.903
H 6.690 2.845 4.893
H 6.780 1.927 3.397
H 7.246 1.197 5.022
H 5.046 0.659 5.633
H 5.028 0.546 3.893
H 4.435 2.807 3.681
H 4.305 3.274 5.295
H 2.120 4.188 4.577
H 2.395 3.632 6.221
H -0.249 4.195 5.439
H -0.172 2.704 6.106
H 0.065 3.572 3.173
H -1.235 2.828 3.710
H 0.222 1.013 2.679
H 0.345 0.757 4.462
H 2.275 2.245 2.724
H 2.637 0.584 3.268
H 1.358 1.061 6.236
H 3.071 1.195 6.712
H 2.636 -0.020 5.437
C 2.123 5.486 -3.876
C 1.328 4.190 -3.405
C 0.423 3.831 -4.612
C 1.077 3.396 -5.891
C 2.096 2.236 -5.683
C 3.054 2.427 -4.370
N 2.361 3.002 -3.169
O 3.160 3.097 -2.001
C 4.293 3.305 -4.902
C 3.548 0.962 -3.973
C 0.511 4.460 -2.095
H 1.553 6.404 -3.735
H 2.501 5.440 -4.897
H 2.948 5.781 -3.226
H -0.353 4.566 -4.825
H -0.239 3.018 -4.316
H 1.464 4.195 -6.524
H 0.295 2.961 -6.513
H 2.581 2.030 -6.637
H 1.474 1.348 -5.568
H 3.896 4.010 -5.633
H 5.170 2.737 -5.214
H 4.670 3.944 -4.102
H 4.111 0.984 -3.040
H 4.232 0.479 -4.671
H 2.749 0.237 -3.817
H 1.067 4.150 -1.210
H -0.468 3.997 -1.970
H 0.126 5.480 -2.072
C -6.551 2.045 -1.764
C -5.294 1.827 -0.706
C -4.258 2.959 -0.983
C -3.486 3.483 0.239
C -4.309 3.652 1.556
C -5.005 2.343 1.902
N -5.818 1.798 0.713
O -6.605 0.668 1.073
C -6.006 2.695 3.092
C -4.074 1.282 2.455
C -4.567 0.436 -0.926
H -6.179 2.334 -2.747
H -7.149 2.895 -1.437
H -7.107 1.108 -1.800
H -4.791 3.771 -1.477
H -3.586 2.661 -1.788
H -2.841 4.346 0.074
H -2.695 2.737 0.312
H -4.915 4.558 1.530
H -3.611 3.947 2.339
H -6.728 1.937 3.398
H -6.638 3.532 2.796
H -5.508 3.218 3.909
H -3.739 1.629 3.432
H -3.094 1.244 1.979
H -4.521 0.322 2.712
H -5.233 -0.424 -0.847
H -3.827 0.341 -0.132
H -3.914 0.430 -1.799
C -2.390 -6.435 2.489
F -1.511 -5.887 1.640
F -2.919 -7.478 1.949
F -1.900 -6.753 3.717
S -3.838 -5.204 2.969
O -4.557 -4.971 1.722
O -4.670 -5.973 3.925
N -3.061 -3.928 3.769
S -2.968 -2.825 2.697
O -2.164 -3.189 1.522
O -4.272 -2.236 2.427
C -1.971 -1.582 3.793
F -0.764 -2.082 4.110
F -1.706 -0.511 3.131
F -2.546 -1.202 4.885
C 3.875 -1.243 -0.428
F 3.698 -2.518 -0.066
F 3.388 -0.818 -1.658
F 3.311 -0.534 0.512
S 5.780 -0.765 -0.396
O 6.536 -1.738 -1.129
O 5.711 0.534 -1.109
N 6.219 -0.674 1.282
S 6.900 -1.997 1.646
O 6.209 -3.257 1.297
O 8.318 -1.985 1.166
C 6.933 -1.827 3.556
F 7.798 -0.870 3.811
F 5.724 -1.559 4.011
F 7.262 -3.069 3.931

=====

# 7
DFT (wB97M-V/def2-TZVPD) results for a single C6H11N molecule at a distorted geometry.

Its energy relative to the best compared isomer or geometry (same formula, charge and spin) is 218.6 kJ/mol. Its SMILES is C=N/C=C/CCC. The value obtained for the LUMO energy is 1.11 eV. For the HOMO energy, the calculation gives -8.68 eV.

Positions of all 18 atoms, in Å:
C -1.016 -2.560 -0.183
C 0.405 -2.111 0.094
C 0.586 -1.028 1.165
C 0.243 0.359 0.695
C 0.287 0.833 -0.552
N 0.457 2.260 -0.652
C -0.540 3.034 -0.587
H -1.456 -3.286 0.509
H -1.663 -1.663 -0.130
H -1.155 -3.088 -1.132
H 1.098 -2.980 0.143
H 0.659 -1.685 -0.908
H -0.173 -1.356 1.882
H 1.622 -1.027 1.475
H 0.045 1.090 1.485
H 0.156 0.412 -1.544
H -1.555 2.671 -0.652
H -0.427 4.116 -0.530

=====

# 8
DFT (wB97M-V/def2-TZVPD) results for a single C20H21N3O3 molecule at a distorted geometry.

Its energy relative to the best compared isomer or geometry (same formula, charge and spin) is 1723.4 kJ/mol. Its SMILES is COC[C@@H](C)NC(=O)c1nn(Cc2ccccc2)c(=O)c2ccccc12. The value obtained for the LUMO energy is -0.75 eV. For the HOMO energy, the calculation gives -8.46 eV.

Positions of all 47 atoms, in Å:
C 2.380 -1.105 -3.164
O 1.096 -1.325 -2.613
C 0.881 -2.716 -2.340
C -0.375 -3.012 -1.850
N -0.502 -2.025 -0.836
C -1.561 -1.388 -0.690
O -2.429 -1.516 -1.393
C -1.588 -0.301 0.311
N -0.400 -0.273 0.854
N -0.072 0.628 1.943
C -1.156 1.368 2.423
O -0.723 2.217 3.182
C -2.198 1.572 1.816
C -3.408 2.233 2.396
C -4.606 2.302 1.724
C -4.810 1.204 0.858
C -3.772 0.521 0.391
C -2.547 0.447 0.886
H -4.289 -0.156 -0.456
H -5.895 1.174 0.463
H -5.367 2.910 2.099
H -3.086 2.750 3.183
C 1.193 0.513 2.397
C 2.116 1.342 1.578
C 2.459 2.751 1.819
C 3.358 3.566 1.244
C 3.746 3.286 -0.129
C 2.838 2.048 -0.676
C 2.354 1.106 0.175
H 1.854 0.326 -0.198
H 3.014 1.825 -1.751
H 4.159 3.933 -0.892
H 3.801 4.401 1.645
H 2.643 2.956 3.026
H 1.732 -0.430 2.288
H 1.102 0.874 3.445
H 0.086 -1.893 -0.223
C -0.503 -4.716 -1.263
H 0.144 -4.843 -0.690
H -0.449 -5.378 -2.329
H -1.464 -4.721 -0.902
H -1.101 -3.085 -2.539
H 1.855 -3.173 -1.714
H 1.337 -3.409 -3.333
H 2.295 -0.072 -3.592
H 3.207 -1.156 -2.467
H 2.652 -1.560 -4.105

=====

# 9
DFT (wB97M-V/def2-TZVPD) results for a single C5H9NOS molecule at a distorted geometry.

Its energy relative to the best compared isomer or geometry (same formula, charge and spin) is 346.5 kJ/mol. The value obtained for the LUMO energy (spin up / spin down) is -0.62 / 0.06 eV. For the HOMO energy (spin up / spin down), the calculation gives -7.04 / -7.20 eV.

Positions of all 17 atoms, in Å:
C -0.528 1.175 -0.033
C -0.488 -1.200 0.007
C 0.731 1.536 0.347
C -1.075 -2.457 -0.563
C 1.921 0.658 0.731
N -0.984 -0.043 -0.325
O -1.494 2.152 -0.299
S 0.908 3.175 0.613
H 0.565 -1.125 0.352
H -1.743 -2.073 -1.328
H -1.401 -2.987 0.308
H -0.237 -3.096 -1.029
H 2.748 1.235 0.679
H 2.243 -0.281 0.074
H 1.667 0.236 1.648
H -1.921 0.156 -0.634
H -0.911 2.937 -0.549

=====

Computed E_tot (eV) in order:
-35429.8882; -10479.0541; -40987.0422; -18216.2698; -304301.4145; -173645.1656; -7888.2655; -31678.8055; -19700.7118